The following is a DFT calculation (wB97M-V/def2-TZVPD) of a gas-phase ion, C3H8NOS (charge +1) in a non-equilibrium geometry.

Total charge   +1
Energy relative to the best compared isomer or geometry (same formula, charge and spin)   120.0 kJ/mol
Frontier orbital gap   0.32601 hartree
E_LUMO   -4.655 eV
SMILES   [NH3+][C@H](C=O)CS
HOMO energy   -13.5 eV

Last column: Löwdin charge in e.
Cartesian coordinates (Å):
1 H -0.041 1.453 0.440  0.155
2 H 1.871 0.819 -0.610  0.186
3 O 0.797 -0.131 2.500  0.089
4 C -0.121 -0.264 1.695  -0.181
5 H -1.152 -1.216 -0.492  0.090
6 H -2.544 0.285 -2.166  -0.099
7 H -1.210 -0.590 1.791  0.171
8 C -0.784 -0.244 -0.870  -0.570
9 N 1.622 -0.039 -0.046  0.212
10 H 1.658 -0.915 -0.587  0.162
11 C 0.055 0.337 0.343  -0.273
12 H -0.181 -0.343 -1.812  0.100
13 S -2.098 0.914 -1.073  0.793
14 H 2.129 -0.066 0.888  0.166